# 1
69
Properties=species:S:1:pos:R:3:forces:R:3:lowdin_charge:R:1 method="wB97M-V/def2-TZVPD" largest_force_ev_per_a=0.93 lumo_energy_ha=-0.420 e_above_lowest_kj_mol=283.04 charge=+3 e_tot_ha=-8600.55287 orbital_gap_ev=6.05
Ti -0.950 0.310 1.343 0.5689 -0.1247 0.7230 0.65
Cl -2.625 0.323 3.065 -0.0269 0.0048 0.5194 0.85
C -1.505 -0.395 4.297 -0.2317 0.1374 -0.3102 -0.52
C -2.112 -1.034 5.349 0.2087 -0.0648 0.0842 -0.05
C -1.276 -1.583 6.322 -0.0260 0.0374 -0.0810 0.01
C 0.102 -1.508 6.199 0.0052 0.0695 -0.1258 -0.03
C 0.682 -0.878 5.100 0.0027 -0.1086 0.1258 -0.67
Cl 2.388 -0.816 4.957 -0.0301 0.0002 -0.0188 0.79
C -0.120 -0.283 4.118 -0.0260 -0.0103 -0.0680 -0.62
S 0.693 0.589 2.793 -0.3901 0.0376 -0.1662 0.81
H -3.188 -1.089 5.433 -0.0384 0.0025 0.0063 0.13
H -1.712 -2.067 7.184 -0.0121 -0.0031 0.0118 0.14
H 0.747 -1.933 6.955 0.0014 -0.0064 0.0181 0.14
C 2.718 -2.454 -0.387 0.0027 -0.0652 0.0305 0.02
O 1.836 -1.314 -0.589 -0.0313 0.0094 0.0178 -0.11
C 2.365 -0.410 -1.437 -0.1134 0.1184 -0.1291 -0.51
O 3.427 -0.523 -1.966 0.1397 -0.0025 0.0136 0.20
C 1.440 0.738 -1.674 -0.0885 0.1069 0.0441 -0.22
C 1.907 1.870 -2.205 -0.0776 0.1506 0.0451 -0.20
As 1.152 3.756 -2.583 -0.0488 -0.2202 -0.0843 1.44
C 1.408 4.329 -0.739 -0.0414 -0.0327 0.0523 -0.26
C -0.539 2.710 -2.634 0.0800 0.0366 0.3057 -0.27
C -1.070 2.133 -1.521 -0.0541 0.2457 -0.1403 -0.28
As -0.420 0.366 -1.191 0.1543 -0.1863 -0.4830 1.34
C -1.027 -1.252 -2.068 0.0427 -0.0272 -0.0924 -0.19
C -1.309 2.993 -0.375 -0.1189 0.0115 0.0788 -0.46
O -1.556 4.143 -0.346 0.0700 -0.2017 -0.0419 0.20
O -1.342 2.259 0.937 0.1056 0.1577 -0.2433 -0.36
C -1.460 3.265 2.040 -0.0362 -0.1059 -0.0158 0.01
C -0.646 1.944 -3.937 -0.0768 -0.1953 0.0329 -0.54
O -0.550 0.737 -3.917 0.0808 0.2165 -0.0437 0.08
O -0.821 2.623 -5.032 -0.0467 -0.1673 -0.0554 0.03
C -1.230 4.019 -5.035 0.0453 0.0060 0.0072 0.01
C 3.403 2.096 -2.379 0.1564 0.1554 0.0746 -0.60
O 3.916 2.645 -1.440 0.0271 -0.1174 0.0263 0.15
O 4.004 1.868 -3.510 -0.0328 0.0042 -0.0787 0.04
C 3.342 1.211 -4.611 0.0601 -0.0190 0.0054 0.02
H 2.146 -3.169 0.191 -0.0165 -0.0661 0.0431 0.08
H 3.607 -2.131 0.150 -0.0106 -0.0457 -0.0341 0.12
H 2.997 -2.874 -1.351 0.0053 -0.0073 0.0687 0.12
H 2.481 4.523 -0.683 -0.0633 0.0154 0.0315 0.05
H 1.162 3.559 -0.005 0.0162 0.0636 -0.0473 0.03
H 0.851 5.247 -0.563 -0.0018 -0.0106 -0.0018 0.05
H -0.504 -1.307 -3.022 -0.0809 -0.0342 0.1136 0.06
H -2.102 -1.196 -2.244 0.0644 0.0288 0.0150 0.07
H -0.767 -2.088 -1.422 -0.0272 0.0293 -0.0333 0.03
H -1.529 2.702 2.963 0.0261 0.1091 -0.0367 0.05
H -2.359 3.848 1.854 0.1092 -0.0188 0.0882 0.12
H -0.562 3.878 2.013 -0.1106 0.0141 0.0410 0.12
H -1.954 4.097 -5.841 0.0425 0.0528 0.0254 0.12
H -0.355 4.631 -5.243 -0.0913 0.0059 0.0081 0.10
H -1.701 4.292 -4.090 0.0169 0.0230 -0.0785 0.10
H 4.034 0.457 -4.976 -0.0505 0.0373 -0.0113 0.12
H 3.153 1.957 -5.381 0.0097 -0.0482 0.0065 0.11
H 2.414 0.735 -4.293 0.0099 0.0045 -0.0221 0.08
F -2.888 -6.287 0.241 0.0203 0.0272 0.0187 0.19
C -1.769 -6.007 0.897 -0.0003 -0.0172 0.0064 -0.60
F -0.732 -6.514 0.232 -0.0095 0.0295 0.0190 0.19
F -1.817 -6.556 2.109 0.0040 0.0200 -0.0274 0.20
C -1.584 -4.498 1.042 -0.0320 0.0549 -0.0349 -0.02
C -0.415 -4.011 1.614 0.0949 0.0447 0.0248 0.07
C -0.240 -2.648 1.728 0.1435 -0.0591 0.0287 -0.08
N -1.186 -1.771 1.328 -0.0788 -0.0459 -0.1854 -0.12
C -2.334 -2.258 0.811 -0.2185 0.0141 -0.2340 -0.12
C -2.563 -3.605 0.624 0.0375 0.0622 0.1717 0.07
H 0.361 -4.683 1.961 -0.0319 0.0079 -0.0211 0.16
H 0.668 -2.227 2.144 -0.0575 -0.0711 -0.0364 0.11
H -3.095 -1.536 0.518 0.0852 -0.0655 0.0328 0.13
H -3.488 -3.948 0.180 -0.0080 -0.0040 0.0162 0.15

***

# 2
83
Properties=species:S:1:pos:R:3:forces:R:3:lowdin_charge:R:1 method="wB97M-V/def2-TZVPD" largest_force_ev_per_a=0.66 lumo_energy_ha="-0.181 / -0.181" e_above_lowest_kj_mol=97.71 charge=+1 e_tot_ha=-7329.06915 orbital_gap_ev="5.54 / 5.54"
Pt -0.628 0.320 1.397 0.1773 -0.2314 0.1013 1.30
C -2.758 -1.754 4.572 -0.0165 -0.0156 -0.0034 0.02
C -2.349 -0.693 3.600 -0.0758 -0.0168 -0.0049 -0.20
N -1.283 -0.870 2.879 0.0995 -0.0560 -0.0645 -0.12
N -0.502 -1.973 3.189 0.0136 0.0687 0.0334 -0.01
C 0.732 -1.858 2.873 -0.0419 -0.0214 -0.0101 -1.05
S 1.418 -0.433 2.117 -0.0751 -0.0036 0.0047 0.67
S 1.804 -3.178 3.314 0.0722 -0.0077 0.0338 0.94
C 2.360 -3.656 1.636 -0.0383 -0.0018 -0.0277 -0.41
C 1.277 -4.322 0.836 0.0394 0.0015 -0.0104 -0.29
C 1.233 -5.707 0.722 -0.0108 0.0014 0.0214 -0.04
C 0.221 -6.325 0.001 -0.0049 0.0031 0.0071 -0.07
C -0.766 -5.564 -0.609 0.0013 -0.0102 0.0175 -0.08
C -0.730 -4.180 -0.503 -0.0057 0.0047 -0.0354 -0.07
C 0.288 -3.567 0.210 0.0419 0.0188 -0.0837 -0.06
C -3.089 0.545 3.506 0.0619 -0.0353 -0.0619 -0.11
C -4.433 0.628 3.885 0.0099 0.0244 0.0119 0.00
C -5.085 1.840 3.867 -0.0315 0.0037 0.0273 -0.05
C -4.390 2.996 3.511 0.0107 0.0055 -0.0173 -0.03
C -3.071 2.935 3.114 0.1111 -0.0272 -0.0634 0.00
C -2.410 1.705 3.092 -0.0294 -0.0257 0.0376 -0.33
O -1.106 1.669 2.775 -0.0492 -0.0493 -0.2362 -0.17
H -1.897 -2.091 5.143 -0.0077 0.0097 0.0125 0.09
H -3.132 -2.621 4.023 0.0188 -0.0059 -0.0021 0.11
H -3.523 -1.386 5.246 -0.0045 -0.0126 -0.0083 0.08
H 3.189 -4.338 1.824 0.0053 -0.0058 -0.0062 0.08
H 2.756 -2.772 1.139 -0.0109 0.0050 -0.0027 0.04
H 1.995 -6.308 1.203 -0.0002 -0.0025 0.0022 0.12
H 0.201 -7.404 -0.081 0.0015 -0.0014 0.0002 0.11
H -1.559 -6.047 -1.164 0.0031 0.0029 -0.0049 0.11
H -1.493 -3.575 -0.980 0.0238 -0.0141 0.0025 0.07
H 0.333 -2.484 0.251 0.0012 0.0410 0.0071 0.08
H -4.969 -0.264 4.179 0.0089 -0.0052 -0.0206 0.12
H -6.128 1.897 4.143 0.0001 0.0034 -0.0033 0.11
H -4.895 3.952 3.534 0.0130 0.0062 -0.0077 0.12
H -2.523 3.822 2.840 0.0322 0.0687 -0.0818 0.11
Cl -4.396 2.154 -4.686 -0.0017 -0.0013 0.0007 0.70
C -3.785 1.696 -3.149 -0.0065 -0.0440 0.0083 -0.71
C -3.118 2.620 -2.352 -0.0179 0.0251 0.0211 -0.69
Cl -2.983 4.253 -2.875 0.1012 -0.0066 -0.0435 0.71
C -2.608 2.244 -1.112 -0.0338 0.0227 0.0860 -0.59
Cl -1.751 3.399 -0.160 -0.0641 -0.0362 0.2430 0.76
C -2.809 0.956 -0.601 0.0527 -0.3426 -0.2264 -0.46
O -2.478 0.555 0.612 -0.1784 0.5404 0.3372 -0.30
C -3.483 0.037 -1.428 0.1248 0.0329 -0.0280 -0.60
Cl -3.690 -1.565 -0.831 -0.0026 -0.0202 0.0128 0.74
C -3.960 0.392 -2.681 -0.0214 0.0283 -0.0211 -0.70
Cl -4.775 -0.764 -3.653 0.0023 -0.0125 -0.0075 0.71
O 0.060 0.792 -0.406 -0.3288 0.1588 -0.1981 -0.63
As 1.561 1.068 -1.169 0.1736 -0.0858 0.1421 1.28
C 1.248 2.035 -2.776 -0.0355 -0.0544 -0.0179 -0.29
C 1.528 1.469 -4.017 0.0212 0.0086 0.0100 -0.08
C 1.344 2.226 -5.165 0.0139 -0.0072 -0.0044 -0.06
C 0.902 3.536 -5.068 -0.0050 0.0106 -0.0111 -0.05
C 0.642 4.101 -3.827 -0.0579 -0.0316 0.0407 -0.07
C 0.809 3.352 -2.674 0.0345 0.0518 0.0164 -0.10
C 2.662 2.128 -0.036 -0.0259 0.0195 0.0217 -0.33
C 2.101 2.732 1.083 -0.0094 -0.0184 -0.0066 -0.12
C 2.890 3.552 1.877 0.0092 0.0020 -0.0003 -0.05
C 4.220 3.766 1.547 -0.0073 -0.0056 0.0100 -0.05
C 4.770 3.173 0.417 0.0046 -0.0054 0.0011 -0.06
C 3.991 2.354 -0.384 -0.0142 0.0216 -0.0145 -0.09
C 2.333 -0.624 -1.577 0.0146 -0.0130 0.0467 -0.31
C 1.640 -1.469 -2.443 -0.0456 -0.0187 0.0419 -0.11
C 2.173 -2.708 -2.757 -0.0379 -0.0309 0.0259 -0.06
C 3.384 -3.103 -2.204 -0.0018 -0.0124 0.0262 -0.05
C 4.062 -2.266 -1.329 0.0039 -0.0013 0.0004 -0.07
C 3.537 -1.022 -1.007 0.0092 0.0280 -0.0548 -0.10
H 1.901 0.458 -4.096 -0.0075 0.0136 -0.0093 0.09
H 1.557 1.793 -6.133 -0.0054 -0.0033 0.0010 0.11
H 0.765 4.125 -5.965 0.0003 0.0014 0.0013 0.12
H 0.307 5.126 -3.756 -0.0311 0.0362 0.0094 0.11
H 0.608 3.797 -1.706 -0.0003 -0.0249 -0.0436 0.08
H 1.058 2.574 1.335 0.0336 0.0514 0.0000 0.06
H 2.463 4.022 2.753 -0.0033 -0.0001 0.0006 0.12
H 4.833 4.404 2.170 0.0001 0.0024 -0.0007 0.11
H 5.805 3.353 0.158 0.0012 0.0000 0.0002 0.11
H 4.418 1.908 -1.275 -0.0012 -0.0015 -0.0038 0.11
H 0.684 -1.171 -2.859 0.0001 -0.0053 0.0070 0.12
H 1.636 -3.372 -3.421 -0.0019 0.0011 -0.0021 0.12
H 3.795 -4.073 -2.449 0.0028 0.0045 -0.0017 0.12
H 5.001 -2.581 -0.893 0.0013 0.0015 -0.0009 0.12
H 4.063 -0.376 -0.316 -0.0033 0.0016 0.0208 0.10

***

# 3
48
Properties=species:S:1:pos:R:3:forces:R:3:lowdin_charge:R:1 method="wB97M-V/def2-TZVPD" largest_force_ev_per_a=3.34 lumo_energy_ha=-0.015 e_above_lowest_kj_mol=0.00 charge=-1 e_tot_ha=-1479.89767 orbital_gap_ev=2.68
C -0.705 -4.098 1.076 -0.2495 0.2828 0.2832 -0.08
C 0.456 -3.144 0.934 0.4649 -0.6762 -0.5320 -0.28
O 0.294 -2.011 1.740 -0.4867 -0.4175 0.0808 -0.05
C 1.426 -1.242 1.667 2.0583 2.5646 0.5823 -0.47
C 1.401 -0.077 2.514 -0.5347 -0.6009 0.1081 -0.14
C 2.375 0.951 2.438 -0.6615 -1.1700 -0.2137 -0.47
O 3.294 0.966 1.628 1.2986 0.4738 -0.8591 -0.01
C 2.274 2.131 3.366 0.0491 0.4595 0.7388 -0.15
C 1.433 3.274 2.788 -0.0279 0.1748 0.0916 -0.20
C -0.091 3.091 2.871 -0.0503 0.0731 -0.1416 -0.21
C -0.654 2.008 1.923 -0.0130 0.1128 -0.0486 -0.21
C -0.987 0.676 2.600 -0.3600 -0.0013 0.0087 -0.21
C 0.187 0.064 3.365 -0.1477 -0.1863 0.3457 -0.20
O 2.372 -1.535 0.945 -0.6059 -0.7993 -0.3022 0.04
H -0.599 -4.964 0.422 0.1024 0.0455 -0.0387 0.07
H -0.787 -4.449 2.104 0.0154 -0.0575 0.0473 0.07
H -1.641 -3.594 0.835 -0.1094 -0.0065 -0.0726 0.07
H 1.407 -3.608 1.228 -0.2456 -0.1866 -0.3365 0.12
H 0.581 -2.788 -0.098 -0.0115 -0.3844 -0.0192 0.11
H 1.897 1.826 4.346 -0.1340 0.1798 0.0338 0.10
H 3.300 2.475 3.544 -0.1239 0.0018 -0.2509 0.11
H 1.715 4.212 3.285 -0.1212 -0.0805 0.0675 0.10
H 1.716 3.409 1.739 0.0119 -0.0505 -0.0100 0.11
H -0.380 2.866 3.904 0.0345 -0.0624 0.0068 0.10
H -0.571 4.054 2.646 0.1357 -0.1157 -0.0520 0.09
H -1.551 2.387 1.413 0.0204 -0.0370 0.1662 0.09
H 0.075 1.832 1.124 0.0025 -0.0498 0.1131 0.11
H -1.846 0.804 3.270 -0.0629 0.1397 0.0798 0.10
H -1.317 -0.041 1.838 0.1111 0.0872 0.0373 0.10
H -0.089 -0.933 3.730 -0.2580 0.1945 0.0211 0.10
H 0.407 0.642 4.265 -0.1577 0.1238 -0.0315 0.09
O -3.879 -0.769 -5.833 1.4266 -0.3028 0.6225 0.09
N -2.857 -1.387 -5.525 -1.4335 -1.0148 -1.1252 -0.32
O -2.660 -2.561 -5.850 0.1409 1.1688 0.4712 0.07
C -1.837 -0.714 -4.741 0.5470 -0.1968 0.2596 -0.06
C -0.682 -1.365 -4.427 -0.5769 -0.5277 -0.5745 0.11
C 0.323 -0.760 -3.639 -0.6950 1.2848 0.2006 -0.10
N 1.537 -1.502 -3.348 2.3398 -0.7747 1.1731 -0.32
O 1.780 -2.513 -4.010 -0.7516 0.8432 0.1888 0.07
O 2.279 -1.089 -2.453 -1.4206 -0.1668 -1.3622 0.12
C 0.175 0.511 -3.159 1.1030 -0.3371 0.5016 0.13
C -1.003 1.206 -3.484 -0.7701 0.9636 -0.0152 -0.20
N -1.417 2.442 -3.193 1.5151 0.2262 0.8644 0.15
O -2.599 2.607 -3.763 1.0062 -1.1144 0.1098 -0.01
N -2.968 1.513 -4.416 -1.0455 -1.2121 -1.0351 0.14
C -2.000 0.611 -4.265 -1.4355 1.1529 -0.3356 -0.16
H -0.532 -2.371 -4.792 0.0097 -0.0233 0.0307 0.14
H 0.946 0.957 -2.550 0.0971 -0.0002 0.1220 0.15

***

# 4
17
Properties=species:S:1:pos:R:3:forces:R:3:lowdin_charge:R:1 method="wB97M-V/def2-TZVPD" largest_force_ev_per_a=1.49 lumo_energy_ha=0.031 e_above_lowest_kj_mol=29.28 e_tot_ha=-289.00586 orbital_gap_ev=10.78
C 0.669 1.156 1.266 0.4320 1.1097 -0.4575 -0.02
C 0.067 -0.028 1.960 0.3117 -0.1997 -0.2727 -0.61
N 0.978 -0.928 2.424 0.0576 -0.2228 0.2382 0.15
O -1.122 -0.233 2.053 -0.2697 0.1852 0.0979 0.05
H 1.090 0.887 0.295 -0.1271 -0.2685 0.0729 0.06
H 1.489 1.641 1.794 0.1180 -0.3551 0.3724 0.08
H -0.034 1.965 1.087 -0.4123 -0.3268 0.0273 0.09
H 0.605 -1.744 2.879 0.1051 -0.0525 -0.0349 0.11
H 1.973 -0.838 2.311 -0.1844 0.1193 0.0123 0.10
C -0.658 0.510 -2.130 -1.0501 0.2134 -1.0361 -0.17
C -0.719 -0.993 -1.891 -0.4608 -0.0835 0.6840 -0.16
H -0.622 0.764 -3.192 0.7091 -0.1733 -0.0461 0.06
H -1.609 1.001 -1.905 0.1260 -0.0619 0.7103 0.07
H 0.144 0.981 -1.590 0.1959 0.3232 -0.0172 0.03
H -0.581 -1.601 -2.781 0.1310 0.0549 -0.0446 0.06
H -1.682 -1.265 -1.444 0.1311 -0.0452 -0.2019 0.07
H 0.014 -1.274 -1.137 0.1869 -0.2163 -0.1043 0.05